[1]
{
  "formula": "C5H4",
  "method": "ωB97M-V/def2-TZVPD",
  "orbital_gap_ev": 10.30,
  "e_homo_ev": -9.710,
  "charge": 0,
  "max_force_ev_per_a": 3.74,
  "species": ["C", "C", "C", "C", "C", "H", "H", "H", "H"],
  "positions_angstrom": [[-0.379, 1.220, 0.050], [-0.620, 1.816, 1.147], [0.053, -0.036, -0.370], [0.341, -0.748, -1.409], [-0.034, 0.117, 1.180], [0.471, -1.854, -1.556], [0.006, -0.193, -2.301], [0.897, 0.112, 1.633], [-0.736, -0.435, 1.627]]
}

[2]
{
  "formula": "C2H8P2S2",
  "method": "ωB97M-V/def2-TZVPD",
  "orbital_gap_ev": 8.64,
  "e_homo_ev": -8.666,
  "charge": 0,
  "max_force_ev_per_a": 4.00,
  "species": ["C", "C", "P", "P", "S", "S", "H", "H", "H", "H", "H", "H", "H", "H"],
  "positions_angstrom": [[1.127, 0.118, 0.211], [-0.434, -0.828, -0.947], [0.193, 1.284, 1.132], [-1.029, 0.060, -2.447], [-2.838, -0.387, -2.972], [1.379, 1.293, 2.881], [1.914, 0.689, -0.274], [1.407, -0.821, 0.704], [-0.262, -1.878, -1.249], [-1.248, -0.699, -0.302], [0.765, 2.328, 0.476], [-0.181, -0.397, -3.391], [-0.666, 1.350, -2.365], [0.653, 0.676, 3.755]]
}

[3]
{
  "formula": "C12H19Cl2N3OTl",
  "method": "ωB97M-V/def2-TZVPD",
  "orbital_gap_ev": [3.65, 2.96],
  "e_homo_ev": [-1.263, -0.757],
  "charge": -1,
  "max_force_ev_per_a": 3.13,
  "species": ["Tl", "Cl", "Cl", "C", "H", "H", "C", "C", "H", "C", "H", "C", "H", "H", "C", "H", "H", "C", "H", "H", "H", "H", "C", "N", "C", "C", "C", "N", "C", "O", "N", "H", "H", "H", "H", "H", "H", "H"],
  "positions_angstrom": [[-1.923, -0.089, 0.231], [-0.530, 0.853, -1.642], [-1.718, -1.488, 2.376], [-2.551, 1.899, 0.844], [-2.986, 1.808, 1.836], [-3.153, 2.294, 0.034], [0.082, -2.813, -0.346], [-1.168, -2.667, -0.665], [0.378, -2.873, 0.703], [-1.660, -2.527, -2.082], [-1.947, -2.755, 0.096], [-0.644, -3.069, -3.095], [-2.640, -3.006, -2.203], [-1.792, -1.456, -2.312], [0.760, -2.564, -2.773], [-0.656, -4.163, -3.058], [-0.934, -2.764, -4.105], [1.179, -2.991, -1.352], [1.483, -2.950, -3.501], [0.770, -1.469, -2.844], [1.475, -4.054, -1.388], [2.072, -2.431, -1.046], [0.317, 4.860, 1.369], [0.699, 3.447, 1.434], [2.000, 3.101, 1.715], [2.321, 1.782, 1.849], [1.277, 0.826, 1.774], [0.034, 1.211, 1.456], [-0.239, 2.475, 1.296], [-1.447, 2.896, 0.966], [1.459, -0.494, 1.976], [1.250, 5.434, 1.323], [-0.247, 5.145, 2.265], [-0.290, 5.052, 0.487], [2.689, 3.941, 1.803], [3.331, 1.450, 2.051], [2.338, -0.799, 2.370], [0.614, -1.053, 2.158]]
}